52
Properties=species:S:1:pos:R:3 method="wB97M-V/def2-TZVPD" e_above_lowest_kcal_mol=14.4 energy_ev=-83138.090 gap_ev=4.009 total_charge=+2 homo_energy_ev=-14.47
H 2.0998 -1.2781 5.3003
O 1.8773 -0.4853 -1.9486
H -3.5238 -5.1658 1.9320
H -3.7103 -3.4776 1.4769
O -1.0675 -2.6716 1.6038
H 0.5113 1.4529 -4.4710
O -0.7467 1.6380 -1.8466
C 1.7605 -1.2073 4.2668
H 5.2911 -1.1068 -2.9854
H -2.4259 5.1155 0.7434
S -1.5011 -3.9534 2.2758
C 1.2352 1.3944 4.2802
S 3.0151 -0.0540 -2.8746
H 1.5147 2.6303 -3.5529
H 3.5273 -0.8119 -5.0674
H 0.5605 3.2233 -4.9090
H 1.9045 1.3361 5.1403
H 4.5941 -1.2631 -1.3274
S -2.6675 2.7187 1.2305
S 0.3390 -0.1428 4.0568
C 2.5992 -0.8400 -4.4964
O -1.9599 1.4749 0.6945
H -2.1723 4.1428 -0.6373
H -2.8941 -4.6749 0.4006
F -3.1260 -0.9093 -0.5796
H 1.8189 -0.2302 -4.9376
H -0.5803 -5.3900 0.5201
H -2.9879 2.6410 -3.5683
H 2.5851 -0.8746 3.6357
O 0.0290 -0.1578 2.5988
H -1.9300 2.0159 3.3418
H 0.5722 -5.1048 1.8398
S -0.7011 2.7929 -2.8172
C -1.9456 4.1889 0.4271
C -2.0262 2.3495 -3.9892
C -1.9979 3.0086 2.8983
C -3.0362 -4.3298 1.4238
H 1.9136 1.5352 3.4393
In -0.3106 -0.5440 -0.2268
H -2.0142 1.2629 -4.0582
H -0.8589 -6.2411 2.0596
H -0.9613 3.3440 2.8664
H 1.5067 -2.2248 3.9684
H -1.8780 2.8492 -4.9437
C 4.3813 -1.1646 -2.3931
H 0.4881 2.1670 4.4435
H -0.8782 4.1959 0.6363
H 2.3714 -1.8699 -4.2309
C -0.4632 -5.3360 1.6017
C 0.5942 2.4772 -4.1182
H -2.6823 3.7270 3.3439
H 3.9570 -2.1728 -2.4669

***

90
Properties=species:S:1:pos:R:3 method="wB97M-V/def2-TZVPD" s_squared=8.790 spin_multiplicity=6 e_above_lowest_kcal_mol=0.0 energy_ev=-148125.349 gap_ev="5.820 / 6.060" total_charge=+1 homo_energy_ev="-8.66 / -10.91"
C -3.2827 0.7407 -4.3030
C 2.1069 2.9277 -3.7282
O 1.6373 -3.0710 -6.1945
H 3.9351 0.1962 -5.7062
O 6.1234 0.2113 -2.1678
C 3.9387 -1.9430 -5.6895
H 0.3894 3.2329 -6.6276
H -4.6408 3.0407 -2.2168
H -3.3107 2.1724 0.3799
H 2.2000 5.1526 3.1050
C -0.0644 -4.6133 -0.4609
H 3.8339 -0.0371 -0.7474
C 1.8717 3.1336 -5.0815
C 0.2770 -5.0620 0.8228
O 2.6710 -3.4492 -3.9671
H -4.3517 -0.3270 -5.8231
C 1.9108 -0.4747 -3.2666
H -3.5868 3.8624 2.1410
H -2.3811 -0.4521 0.1348
N 2.0766 -0.3385 -1.9546
Ge -1.7719 2.0993 -2.2378
C -2.4230 -0.3527 -0.9532
C 0.7922 -2.7819 1.4104
O 5.8562 -0.0522 -4.2976
H -2.3181 -1.3409 -1.4068
C 0.7039 -4.1569 1.7542
H 0.5598 -1.6689 -4.4000
C 1.0527 2.6294 -2.8777
H -2.3391 0.2589 -4.5378
H 3.8158 -4.5280 -7.1081
S 2.8179 -3.3062 -5.3977
C -5.6262 1.0200 -4.7437
C -0.4754 2.7530 -4.7245
S 0.6808 2.0483 0.7599
C -2.8215 3.1346 0.2760
H 1.5377 -2.0369 3.3132
Rh 0.5920 -0.1504 -0.3156
H 1.2550 2.4918 -1.8213
C -0.2497 2.5208 -3.3668
H -1.4784 2.6871 -5.1279
C -5.7064 1.9647 -3.7323
N 0.4174 -2.3549 0.1558
C -4.5725 2.2972 -3.0027
C 1.2548 -1.8184 2.2925
C -2.9751 4.0813 1.2759
C 1.5177 1.6577 2.1984
H 3.1107 3.0172 -3.3314
H 4.2017 -1.9551 -6.7467
S 2.1277 2.8250 3.3050
C 4.9312 -5.0748 -5.3009
N 1.2522 -0.5074 1.8311
H 4.7342 -5.1833 -4.2361
H 2.3172 -0.5129 -5.8145
C 3.6550 -4.7303 -6.0493
O -1.3613 0.4956 -1.4008
H -0.2264 -2.8844 -1.7200
H 0.4251 0.0685 -4.6971
C 3.4102 -0.1796 -1.7262
H -1.0650 6.5554 -0.0257
H -6.5093 0.7613 -5.3121
H -6.6509 2.4441 -3.5128
C 0.0248 -3.2602 -0.7341
N 3.0979 -0.4213 -3.9042
C 0.5789 3.0550 -5.5775
N 5.4537 -0.0388 -3.1447
C 0.6029 -0.6878 -3.9312
H 0.2101 -6.1122 1.0698
H 0.9879 -4.4642 2.7509
C -2.0299 3.4060 -0.8399
C 4.0499 -0.2105 -2.9238
C -1.3999 4.6445 -0.9395
H 0.6538 4.5392 2.4637
H 2.9030 -5.5175 -5.9667
N 1.7078 0.3964 2.6398
H 5.3277 -6.0161 -5.6767
C -3.3505 1.6884 -3.2803
C 1.7303 4.3814 2.4989
H 4.8332 -2.1101 -5.0951
H -2.4652 6.0529 1.9456
H -0.7718 4.8668 -1.7947
C -1.5563 5.5951 0.0596
C -2.3417 5.3122 1.1667
H 2.1406 4.3998 1.4924
C -4.4137 0.4069 -5.0310
H 5.6995 -4.3154 -5.4399
H 2.6919 3.3762 -5.7444
H -0.1822 -0.6042 -3.1815
H -0.3908 -5.2974 -1.2292
H -3.4008 0.0429 -1.2322
C 3.2940 -0.6036 -5.3437

***

8
Properties=species:S:1:pos:R:3 method="wB97M-V/def2-TZVPD" s_squared=8.790 spin_multiplicity=6 e_above_lowest_kcal_mol=30.6 energy_ev=-43650.776 gap_ev="3.781 / 6.146" homo_energy_ev="-4.75 / -7.72"
H -1.9599 -0.5201 2.2176
Fe 1.3606 0.3704 0.4388
C -2.2118 -0.0286 0.2549
O -2.9405 0.0482 -0.6676
C -1.4302 -0.1735 1.3197
O -0.1262 0.1237 1.3612
C 2.9124 -0.2352 -0.8179
O 3.1950 -0.9295 -1.7366

***

22
Properties=species:S:1:pos:R:3 method="wB97M-V/def2-TZVPD" s_squared=2.023 spin_multiplicity=3 energy_ev=-37228.981 gap_ev="6.061 / 6.218" total_charge=+2 homo_energy_ev="-14.65 / -14.75"
O 2.6605 0.6021 -3.3322
C 0.1258 0.6640 -0.6185
O 1.3487 -1.9282 -2.1214
H -0.3364 -0.8370 -2.9184
N 0.6427 0.5059 3.2279
H -0.5922 -1.0352 4.0216
O -0.2670 2.1902 -3.5814
O 0.5461 -1.1712 1.3323
H 0.7411 1.0676 2.3639
O -1.6922 -1.3617 1.3044
C 0.8223 -0.9722 -2.8513
H 0.6689 1.1381 4.0317
O 0.4176 1.7282 -0.2643
C -0.6190 -0.3143 3.2045
C 1.6161 0.0486 -3.3371
Pr -0.5058 -1.7843 -0.8382
H -1.4904 0.3297 3.2843
H 1.4593 -0.1212 3.2774
C -0.6100 -1.0404 1.8909
C -2.2211 -0.0901 -1.6201
C 0.2000 1.6234 -4.4684
O -2.9149 0.7580 -1.9875

***

15
Properties=species:S:1:pos:R:3 method="wB97M-V/def2-TZVPD" smiles=CN[C@H](C#N)CO e_above_lowest_kcal_mol=47.4 energy_ev=-9304.337 gap_ev=10.583 homo_energy_ev=-9.89
H 1.6063 0.2023 1.8336
C -0.6499 1.2454 0.9308
H -1.2581 -1.7415 -1.2489
N -1.0979 1.7198 1.8871
H -1.3936 0.9719 -1.9486
C 1.8016 -0.3723 0.9146
H 2.4860 0.2091 0.2879
O -1.2256 -1.0166 -1.8870
H 0.0021 -1.2930 0.7113
N 0.5981 -0.6873 0.1534
H 2.3128 -1.2993 1.1821
H -2.2768 0.2267 -0.6090
H 0.5728 1.1474 -0.7744
C -1.3435 0.1884 -1.1876
C -0.1342 0.4991 -0.2452

***

12
Properties=species:S:1:pos:R:3 method="wB97M-V/def2-TZVPD" e_above_lowest_kcal_mol=118.7 energy_ev=-16555.624 gap_ev=8.690 homo_energy_ev=-7.72
H -3.2094 -0.3465 0.1358
N -1.2920 -0.6256 0.5754
O -2.5064 0.0487 0.6482
H -0.2904 2.7170 -1.3446
H 0.7086 -1.6810 0.0239
H 0.8591 2.1878 -0.2147
H 1.5519 -1.1133 -1.4585
H -0.8338 -0.4125 1.5277
S -0.3443 0.2828 -0.9069
C 1.0984 -0.8329 -0.5685
H 1.7041 -0.1776 -0.0167
C 0.1886 1.8393 -0.9333

***

11
Properties=species:S:1:pos:R:3 method="wB97M-V/def2-TZVPD" smiles="CN([S-])[P@](=O)([O-])O" e_above_lowest_kcal_mol=34.2 energy_ev=-28859.628 gap_ev=4.972 total_charge=-2 homo_energy_ev=1.26
O -0.9613 2.2035 -0.4341
O 0.7125 1.6724 1.3862
H 0.4690 -2.0734 -0.9830
S 2.0390 -0.4159 0.0156
O -1.5252 0.6495 1.4931
C -0.2940 -1.2493 -0.8214
H 1.5461 1.0665 1.3387
P -0.5233 1.1655 0.5111
H -1.0697 -1.7120 -0.2616
H -0.7784 -1.3306 -1.8427
N 0.3850 0.0238 -0.4019

***

24
Properties=species:S:1:pos:R:3 method="wB97M-V/def2-TZVPD" e_above_lowest_kcal_mol=39.8 energy_ev=-13736.874 gap_ev=4.025 homo_energy_ev=-5.42
H -0.3106 0.3915 -1.8548
H 1.8496 -0.5350 -1.8744
F 1.8203 -2.2839 -0.8829
C -2.1622 -0.9498 0.4379
C -0.6067 0.2884 -0.8116
H 3.3184 -0.9267 -0.9750
H 1.6702 -0.8451 1.1154
H -2.4754 1.3967 -1.3857
H 0.0109 0.6709 1.1946
C 2.2314 -0.9189 -0.9218
C 1.7376 -0.1483 0.2767
H -2.5600 -1.6679 1.1450
C 0.4613 0.6921 0.1973
C -1.0987 -1.1609 -0.5548
H -0.3436 -1.9026 -0.3116
O 1.8928 1.8104 2.2388
H -1.6093 2.0245 0.0342
N -2.6250 0.2378 0.3881
H 0.7398 1.7388 0.0629
H 2.4769 0.5796 0.6316
H 2.4811 1.3576 2.8523
H -1.6407 -1.5347 -1.4391
C -1.8648 1.1237 -0.5244
H -3.3936 0.5618 0.9614